ORCA calculation (the ωB97M-V functional and the def2-TZVPD basis) on a single C2H4NPS molecule at a distorted geometry.

Results
Molecular weight ... 105.1 g/mol
Highest occupied orbital energy (spin up / spin down) ... -8.186 / -8.396 eV
Electronic energy ... -872.744096 Ha
Largest force on an atom ... 2.9 eV/A
Kohn-Sham gap (spin up / spin down) ... 6.830 / 7.578 eV

Atoms and positions in Å:
C1 -1.211 -1.025 -0.215
C2 0.217 1.174 0.137
N1 2.066 -1.113 -0.098
P1 2.281 0.319 0.185
S1 -0.790 0.386 -0.955
H1 -1.243 -1.952 -0.781
H2 -1.384 -0.931 0.849
H3 -0.219 0.920 1.032
H4 0.282 2.221 -0.154

***

ORCA calculation (the ωB97M-V functional and the def2-TZVPD basis) on 2 unconnected molecules or ions with the total composition C4H7NO at a distorted geometry.

Results
Molecular weight ... 85.1 g/mol
Highest occupied orbital energy ... -11.267 eV
Electronic energy ... -286.524034 Ha
Largest force on an atom ... 4.9 eV/A
Kohn-Sham gap ... 11.287 eV

Atoms and positions in Å:
C1 1.742 -0.166 2.546
C2 2.386 -1.465 0.428
C3 -0.213 2.235 0.370
C4 1.770 -2.864 0.372
N1 2.077 -0.916 1.682
O1 3.021 -0.872 -0.386
H1 -0.250 2.581 -0.841
H2 -0.944 1.446 0.414
H3 0.775 1.878 0.539
H4 1.333 -3.362 -0.524
H5 1.048 -2.943 1.255
H6 2.691 -3.450 0.515
H7 -0.344 3.124 0.918

***

ORCA calculation (the ωB97M-V functional and the def2-TZVPD basis) on a molecular structure, C39H51B3CaF6Mg2N4O20S2Si at a distorted geometry.

Results
Molecular weight ... 1223.2 g/mol
Highest occupied orbital energy ... -11.927 eV
Net charge ... +2
Electronic energy ... -6077.445200 Ha
Largest force on an atom ... 4.0 eV/A
Kohn-Sham gap ... 0.996 eV

Atoms and positions in Å:
C1 5.195 -0.218 -1.734
Si1 4.198 -1.673 -2.398
C2 4.222 -3.198 -1.221
C3 4.924 -2.216 -4.040
C4 2.462 -1.061 -2.736
C5 1.815 -1.447 -3.932
C6 0.603 -1.005 -4.217
C7 -0.089 -0.131 -3.366
C8 -1.385 0.358 -3.608
C9 -2.099 -0.012 -4.863
C10 -1.975 1.022 -6.009
C11 -0.563 1.223 -6.590
S1 0.379 2.572 -5.814
C12 -1.922 1.155 -2.676
C13 -3.317 1.653 -2.899
C14 -4.306 0.441 -2.779
C15 -5.574 0.825 -2.025
C16 -6.287 -0.199 -1.121
S2 -6.050 -1.986 -1.402
C17 -6.068 -2.394 -3.084
N1 -6.976 -2.552 -3.973
N2 -6.311 -2.956 -5.094
C18 -5.068 -3.049 -4.849
O1 -4.871 -2.684 -3.572
N3 -1.264 1.511 -1.557
C19 -0.060 1.060 -1.327
C20 0.561 0.239 -2.191
C21 1.826 -0.248 -1.911
H1 4.683 0.689 -2.048
H2 6.191 -0.194 -2.162
H3 5.198 -0.201 -0.640
H4 5.318 -3.338 -0.913
H5 3.894 -4.093 -1.741
H6 3.585 -2.998 -0.300
H7 6.009 -2.161 -4.012
H8 4.670 -3.243 -4.299
H9 4.538 -1.565 -4.818
H10 2.280 -2.096 -4.652
H11 0.150 -1.347 -5.131
H12 -3.149 -0.221 -4.733
H13 -1.665 -0.933 -5.220
H14 -2.592 0.667 -6.832
H15 -2.344 2.011 -5.744
H16 0.005 0.310 -6.513
H17 -0.653 1.428 -7.649
H18 0.510 2.196 -4.534
H19 -3.577 2.402 -2.155
H20 -3.315 2.104 -3.884
H21 -4.628 0.232 -3.790
H22 -3.738 -0.384 -2.364
H23 -6.282 1.254 -2.723
H24 -5.306 1.641 -1.352
H25 -7.344 0.007 -1.242
H26 -6.045 -0.027 -0.079
H27 -4.247 -3.375 -5.461
H28 -1.680 2.123 -0.866
H29 0.451 1.326 -0.406
H30 2.291 0.064 -0.984
C22 8.433 -3.889 2.145
C23 7.548 -4.120 0.938
O2 7.216 -2.875 0.296
H31 7.947 -3.224 2.862
H32 8.667 -4.829 2.643
H33 9.365 -3.411 1.844
H34 6.597 -4.586 1.240
H35 8.034 -4.781 0.221
H36 8.029 -2.442 0.008
B1 0.094 5.869 0.882
O3 -1.368 5.978 1.051
C24 -1.648 7.110 1.687
O4 -2.723 7.506 1.985
C25 -0.293 7.826 1.977
O5 -0.156 8.868 2.538
O6 0.678 7.079 1.499
O7 0.615 4.641 1.533
C26 1.208 3.918 0.615
O8 1.737 2.852 0.810
C27 1.114 4.634 -0.730
O9 1.554 4.227 -1.766
O10 0.460 5.769 -0.545
O11 6.081 1.452 1.755
H37 6.145 0.482 1.680
H38 5.183 1.595 2.101
B2 3.820 11.262 3.990
O12 4.943 10.285 3.652
C28 4.503 9.082 3.654
O13 5.096 8.078 3.432
C29 2.931 9.137 4.020
O14 2.240 8.170 4.098
O15 2.604 10.358 4.195
F1 3.606 12.102 2.954
F2 4.104 11.924 5.134
Ca1 4.653 -3.336 1.026
B3 -1.265 -4.114 -6.721
F3 -2.295 -3.814 -5.774
F4 -0.026 -3.726 -6.144
F5 -1.258 -5.478 -6.968
F6 -1.498 -3.394 -7.888
Mg1 1.103 -3.687 1.055
C30 -0.697 -5.969 7.297
C31 0.731 -6.502 7.250
C32 1.764 -5.450 6.824
O16 1.783 -5.168 5.423
C33 0.809 -4.247 4.992
N4 0.765 -7.688 6.389
H39 -1.130 -5.856 6.302
H40 -1.337 -6.658 7.845
H41 -0.741 -5.002 7.801
H42 0.994 -6.815 8.263
H43 2.759 -5.839 7.053
H44 1.650 -4.522 7.397
H45 0.612 -3.471 5.735
H46 -0.121 -4.759 4.729
H47 1.193 -3.768 4.082
H48 1.691 -8.106 6.432
H49 0.685 -7.374 5.426
C34 -7.113 0.613 4.478
C35 -6.808 0.939 3.112
C36 -8.015 1.235 2.251
O17 -7.933 1.596 1.097
C37 -9.330 1.062 2.852
C38 -9.639 0.720 4.224
C39 -8.423 0.531 5.113
O18 -8.494 0.312 6.299
O19 -10.746 0.587 4.680
O20 -5.696 0.995 2.624
H50 -6.293 0.400 5.156
H51 -10.151 1.222 2.159
Mg2 8.241 1.176 1.969

***

- The highest molecular weight belongs to which entry?
  C39H51B3CaF6Mg2N4O20S2Si

***

- The lowest electronic energy belongs to which entry?
  C39H51B3CaF6Mg2N4O20S2Si

***

- Which formula does entry 3 have?
  C39H51B3CaF6Mg2N4O20S2Si

***

- What is the largest force on an atom in the second record?
  4.9 eV/A